Entry 1:
Below is a structure of composition C27H41N2P2Pt at a distorted geometry, with properties calculated with the ωB97M-V functional and the def2-TZVPD basis.

```
73
C27H41N2P2Pt, DFT the ωB97M-V functional and the def2-TZVPD basis
Pt -0.187 0.169 -0.451
C -4.461 -2.321 -0.077
C -3.582 -1.094 -0.331
C -4.244 0.217 0.104
P -1.900 -1.215 0.436
C -1.323 -2.971 0.263
C -1.178 -3.278 -1.226
C -0.008 -3.175 1.014
C -1.947 -0.798 2.193
C -3.006 -0.995 3.045
C -2.960 -0.496 4.356
C -1.844 0.208 4.818
C -0.753 0.378 4.004
C -0.763 -0.159 2.685
N 0.289 -0.038 1.851
C 1.569 0.011 2.257
C 1.995 -0.579 3.485
C 3.302 -0.459 3.882
C 4.211 0.246 3.087
C 3.823 0.784 1.849
C 2.534 0.628 1.401
P 1.949 1.200 -0.218
C 2.311 3.019 -0.279
C 1.909 3.616 -1.621
C 1.637 3.734 0.890
C 2.999 0.396 -1.540
C 4.497 0.673 -1.437
C 2.727 -1.112 -1.528
H -5.471 -2.091 -0.420
H -4.539 -2.589 0.976
H -4.124 -3.194 -0.633
H -3.356 -1.032 -1.400
H -4.569 0.193 1.143
H -5.129 0.385 -0.508
H -3.577 1.072 -0.032
H -2.106 -3.593 0.707
H -0.490 -2.578 -1.705
H -2.133 -3.248 -1.750
H -0.771 -4.282 -1.349
H 0.778 -2.536 0.605
H 0.311 -4.211 0.901
H -0.113 -2.978 2.083
H -3.877 -1.546 2.721
H -3.815 -0.629 5.006
H -1.841 0.624 5.817
H 0.104 0.952 4.335
H 1.290 -1.149 4.076
H 3.631 -0.907 4.810
H 5.238 0.358 3.414
H 4.553 1.311 1.251
H 3.400 3.055 -0.156
H 0.823 3.650 -1.720
H 2.337 3.086 -2.471
H 2.270 4.644 -1.667
H 0.553 3.763 0.759
H 1.984 4.768 0.922
H 1.869 3.279 1.854
H 2.617 0.828 -2.470
H 4.931 0.220 -0.548
H 4.731 1.737 -1.468
H 4.990 0.218 -2.297
H 3.113 -1.574 -0.616
H 3.234 -1.586 -2.369
H 1.662 -1.337 -1.619
C 0.452 -0.634 -5.618
C -0.744 0.173 -5.079
C -0.729 0.224 -3.637
N -0.695 0.245 -2.492
H 0.355 -0.709 -6.698
H 0.470 -1.642 -5.207
H 1.396 -0.137 -5.401
H -1.686 -0.277 -5.399
H -0.724 1.195 -5.464
```

Results
**Multiplicity**: 1
**Orbital gap (spin up / spin down)**: 5.0 / 5.0 eV
**Energy**: -53443.5195 eV
**E_HOMO (spin up / spin down)**: -0.64557 / -0.64571 Eh
**Net charge**: +3

For reference, the Mulliken charges in units of e are: 1.89 -1.25 0.80 -1.50 -0.56 0.60 -1.24 -1.44 0.43 -0.59 -0.71 -1.01 -0.28 -0.14 0.20 0.29 -0.36 -1.07 -0.86 -0.84 0.53 -0.44 0.80 -1.47 -1.53 0.56 -1.71 -1.62 0.48 0.23 0.33 0.35 0.34 0.48 0.37 0.72 0.06 0.31 0.52 0.11 0.54 0.35 0.41 0.49 0.47 0.68 0.67 0.51 0.52 0.67 0.44 0.37 0.33 0.46 0.36 0.48 0.33 0.40 0.40 0.38 0.48 0.26 0.60 0.30 -1.12 -0.32 0.33 -0.20 0.36 0.35 0.31 0.31 0.29

Entry 2:
Below is a structure of composition C27H41N3OTc at a distorted geometry, with properties calculated with the ωB97M-V functional and the def2-TZVPD basis.

```
73
C27H41N3OTc, DFT the ωB97M-V functional and the def2-TZVPD basis
Tc 0.159 -1.373 0.244
C 2.394 -0.364 -1.604
C 3.142 -0.488 -0.289
N 2.347 -1.294 0.667
C 2.515 -0.870 2.076
C 1.783 0.441 2.324
N 0.458 0.413 1.678
C 0.018 1.686 1.061
C 0.430 1.221 -1.406
N 0.935 -0.186 -1.394
H 2.508 -1.294 -2.162
H 2.805 0.447 -2.212
H 3.339 0.485 0.157
H 4.117 -0.949 -0.465
H 2.637 -2.263 0.600
H 3.573 -0.768 2.338
H 2.087 -1.661 2.692
H 2.348 1.289 1.936
H 1.692 0.602 3.400
H -0.252 0.149 2.355
H 0.039 2.497 1.792
H -1.028 1.530 0.795
H 0.781 1.691 -2.325
H -0.655 1.130 -1.476
H 0.476 -0.636 -2.178
C 1.717 3.873 -1.717
C 0.980 3.581 -0.399
C 1.877 4.101 0.742
C 0.846 2.043 -0.181
C -0.363 4.315 -0.425
C -0.404 5.700 -0.253
C -1.598 6.401 -0.319
C -2.791 5.734 -0.562
C -2.769 4.363 -0.751
C -1.568 3.668 -0.687
H 2.631 3.276 -1.800
H 2.006 4.923 -1.749
H 1.094 3.689 -2.592
H 2.835 3.574 0.729
H 1.426 3.978 1.727
H 2.101 5.157 0.622
H 1.874 1.745 0.027
H 0.505 6.256 -0.074
H -1.595 7.474 -0.181
H -3.724 6.279 -0.608
H -3.687 3.826 -0.951
H -1.596 2.600 -0.853
C -3.862 -0.909 1.295
C -2.806 -1.978 1.058
C -2.738 -2.954 2.221
C -3.045 -2.702 -0.256
O -1.541 -1.293 1.015
H -4.861 -1.345 1.301
H -3.822 -0.157 0.504
H -3.696 -0.414 2.253
H -3.694 -3.463 2.353
H -2.498 -2.428 3.146
H -1.968 -3.706 2.036
H -4.058 -3.104 -0.284
H -2.344 -3.527 -0.383
H -2.922 -2.012 -1.093
C 0.260 -2.952 -0.451
C 0.374 -4.346 -0.809
C 0.775 -5.277 0.154
C 0.858 -6.620 -0.175
C 0.544 -7.039 -1.462
C 0.144 -6.119 -2.422
C 0.057 -4.775 -2.099
H 0.999 -4.937 1.158
H 1.162 -7.341 0.572
H 0.606 -8.088 -1.717
H -0.106 -6.450 -3.421
H -0.266 -4.053 -2.839
```

Results
**Multiplicity**: 1
**Orbital gap**: 8.1 eV
**Energy**: -37375.1206 eV
**E_HOMO**: -0.38589 Eh
**Net charge**: +1

For reference, the Mulliken charges in units of e are: 0.53 -0.89 -0.68 -0.12 -0.86 -0.61 0.03 -0.89 -1.42 0.01 0.58 0.39 0.29 0.47 0.34 0.43 0.37 0.21 0.46 0.51 0.23 0.34 0.26 0.25 0.39 -1.85 1.47 -1.94 1.44 0.52 -0.57 -0.92 -0.49 -1.20 0.21 0.33 0.47 0.44 0.42 0.30 0.60 -0.26 0.31 0.40 0.41 0.44 0.16 -1.68 1.37 -1.51 -1.44 -0.52 0.44 0.36 0.38 0.43 0.35 0.23 0.51 0.23 0.29 -0.21 0.77 -0.28 -0.71 -0.39 -0.65 -0.34 0.41 0.41 0.40 0.41 0.42

Calculated ΔE to the lowest compared entry with this formula, charge and spin, 27.20; 1.31 kcal per mole (same order as the records).